Record 1
The following is a DFT calculation (the ωB97M-V functional and the def2-TZVPD basis) of C34H38F6N2O5PPtS3 as an isolated structure.

As for the spin multiplicity: 3. The HOMO energy (alpha / beta) is -3.790 / -4.336 eV. Its total charge is -1.

Cartesian coordinates (Å):
Pt1 -0.5882 1.1363 0.4557
S1 -2.8155 0.8687 -1.6904
S2 -0.0867 1.3758 -1.9377
S3 -0.3655 -0.0483 3.6397
P1 0.1852 -3.0941 -0.0380
F1 -4.0052 3.1558 -2.3866
F2 -0.0799 -0.9055 -3.2427
F3 1.7937 0.1509 -3.4971
F4 -4.9227 2.1118 -0.7273
F5 -3.0584 3.1790 -0.4423
F6 0.0628 0.7861 -4.6047
O1 0.4515 2.7044 -2.1944
O2 0.1888 -1.6374 0.2745
O3 -2.4883 0.3943 -0.3256
O4 2.3474 0.1856 -0.1873
O5 -3.7935 0.0659 -2.3648
N1 -1.6359 1.3120 -2.5603
N2 0.8010 2.0911 1.2893
C1 0.8967 -4.3478 3.7644
C2 -0.2628 5.7123 -0.4480
C3 0.0811 1.5453 4.3560
C4 1.2302 -5.6846 3.6114
C5 2.5895 5.1629 0.4087
C6 -3.9471 -4.5686 -1.3629
C7 0.9977 -5.4741 1.2283
C8 -2.5293 -2.9325 -0.3246
C9 1.9291 -3.9955 -3.6315
C10 4.6624 0.5270 -0.1687
C11 0.6087 -3.5689 2.6506
C12 3.2595 -4.1552 -3.2744
C13 -1.5919 -4.9993 -1.1330
C14 0.9792 -3.7061 -2.6623
C15 0.4732 0.3164 -3.4297
C16 -2.1478 0.2178 3.4555
C17 2.7092 -3.6887 -0.9845
C18 1.2844 -6.2486 2.3409
C19 1.5301 4.3020 0.6313
C20 1.3637 -3.5616 -1.3328
C21 -3.7524 2.4244 -1.3040
C22 0.6549 -4.1300 1.3807
C23 -2.8528 -5.4124 -1.5278
C24 3.3863 0.4318 1.9932
C25 3.6519 -3.9984 -1.9508
C26 -0.0893 5.5716 2.0716
C27 -1.4228 -3.7426 -0.5496
C28 3.3551 0.8968 0.5324
C29 3.8872 4.6879 0.2874
C30 0.1106 4.8303 0.7457
C31 1.7695 2.9039 0.7782
C32 3.0814 2.4102 0.5104
C33 -3.7883 -3.3344 -0.7525
C34 4.1113 3.3192 0.3118
H1 4.1609 0.9714 2.5397
H2 4.6635 0.9293 -1.1831
H3 -0.0599 -3.5766 -2.9377
H4 -4.6298 -2.6628 -0.6401
H5 0.3615 -2.5212 2.7568
H6 -0.3220 1.6276 5.3658
H7 4.7126 -0.5615 -0.2306
H8 0.2707 6.6680 -0.4158
H9 -2.5669 0.5781 4.3952
H10 5.5377 0.8889 0.3736
H11 1.7250 -0.2398 0.4169
H12 -0.2820 2.3371 3.7040
H13 -2.5929 -0.7431 3.1998
H14 0.8668 -3.9030 4.7521
H15 0.5929 6.4242 2.1449
H16 -2.3300 0.9258 2.6480
H17 -0.7378 -5.6473 -1.2908
H18 -2.3929 -1.9691 0.1493
H19 2.4159 0.6362 2.4533
H20 -1.1163 5.9412 2.1564
H21 3.0097 -3.5439 0.0466
H22 1.5579 -7.2898 2.2212
H23 4.7164 5.3734 0.1552
H24 -0.0141 5.2098 -1.3844
H25 1.4521 -6.2938 4.4790
H26 -1.3369 5.9163 -0.4409
H27 3.9954 -4.3962 -4.0311
H28 -0.5463 3.9649 0.7365
H29 1.1686 1.5911 4.3829
H30 0.1151 4.9011 2.9102
H31 -2.9853 -6.3848 -1.9857
H32 4.6950 -4.0991 -1.6797
H33 5.1215 2.9645 0.1552
H34 -4.9235 -4.8763 -1.7163
H35 1.6331 -4.0721 -4.6699
H36 2.3976 6.2290 0.3321
H37 1.0540 -5.9057 0.2356
H38 3.5850 -0.6444 2.0492

How is the electron density shared among the atoms? According to natural (NBO), the charges in e are: 0.504 2.258 1.417 0.177 1.968 -0.314 -0.345 -0.320 -0.325 -0.318 -0.316 -0.941 -1.108 -1.004 -0.756 -0.932 -1.193 -0.611 -0.235 -0.604 -0.741 -0.193 -0.225 -0.200 -0.183 -0.167 -0.218 -0.619 -0.117 -0.193 -0.138 -0.162 0.776 -0.740 -0.106 -0.227 -0.018 -0.444 0.709 -0.441 -0.242 -0.639 -0.239 -0.594 -0.447 0.227 -0.243 -0.245 0.091 0.005 -0.190 -0.240 0.206 0.221 0.231 0.226 0.242 0.199 0.211 0.182 0.204 0.193 0.509 0.238 0.225 0.216 0.191 0.226 0.205 0.258 0.232 0.196 0.214 0.209 0.193 0.238 0.207 0.200 0.209 0.233 0.230 0.207 0.208 0.211 0.198 0.209 0.214 0.197 0.215 0.198

***

Record 2
The following is a DFT calculation (the ωB97M-V functional and the def2-TZVPD basis) of C34H38LuN3O2S as an isolated structure.

The energy relative to the best compared isomer or geometry (same formula, charge and spin) comes out at 0.000 eV. The HOMO energy is -13.509 eV. Its total charge is +2.

Cartesian coordinates (Å):
Lu1 -0.1958 1.1370 -0.0856
S1 4.4978 0.7094 0.3049
O1 -5.4295 -1.9395 -6.8696
O2 -4.6667 -0.4379 -3.1230
N1 1.9570 0.2371 0.0638
N2 -0.9736 1.0145 -2.1862
N3 -4.2619 -0.3088 -5.3757
C1 -2.5026 0.0108 1.1140
C2 1.7122 2.0084 3.3522
C3 0.2355 2.3493 3.6637
C4 4.5765 -1.9374 1.3283
C5 1.0460 -5.0543 0.7671
C6 3.3257 4.7572 -1.1582
C7 2.0232 5.1930 -1.1113
C8 -1.9635 1.3305 -4.7967
C9 3.9229 -0.8517 0.7692
C10 -0.2379 1.5584 -3.1764
C11 -3.9735 -0.0955 -4.0777
C12 -2.6764 0.5888 -3.8309
C13 -0.5947 0.2049 2.5938
C14 3.9235 -3.0484 1.7000
C15 0.6866 -4.0286 3.0624
C16 2.6839 -5.5333 2.6177
C17 2.5521 2.5235 -0.4598
C18 -0.0626 3.8315 3.5636
C19 -3.4519 -0.8353 0.3599
C20 -2.6334 1.3660 1.2280
C21 -0.6818 1.7581 -4.4621
C22 -5.5433 -0.9750 -5.8924
C23 -1.4239 -0.5425 1.8212
C24 1.0012 4.2852 -0.7523
C25 1.8636 -2.1117 0.9233
C26 1.2014 2.9426 -0.4233
C27 -1.8331 2.1661 2.0863
C28 2.5614 -0.9557 0.5446
C29 -2.1642 0.5399 -2.5426
C30 2.8885 1.1780 -0.0881
C31 1.7316 -4.4408 1.9999
C32 2.5182 -3.1729 1.5288
C33 3.6344 3.4188 -0.7848
C34 -0.7361 1.6083 2.7434
H1 0.2048 -0.2456 3.0391
H2 -0.0199 4.6701 -0.6438
H3 5.6310 -1.8818 1.4167
H4 -1.2327 -1.6038 1.7799
H5 -2.3911 1.5233 -5.7120
H6 3.0978 -5.1351 3.6092
H7 0.5109 -5.9854 0.9865
H8 0.2761 -4.8877 3.6121
H9 -3.7929 0.0865 -6.1763
H10 3.5588 -5.8503 2.0693
H11 -2.0371 3.2037 2.1712
H12 -0.0644 1.9428 4.6414
H13 1.7352 6.2423 -1.3917
H14 -0.1004 2.3483 -5.1887
H15 -0.1310 -3.4703 2.7341
H16 4.6759 3.1376 -0.7612
H17 -2.9808 -1.5940 -0.2249
H18 2.0058 2.3424 2.3307
H19 0.3059 -4.3047 0.4269
H20 -3.5258 1.8462 0.7923
H21 -0.1027 4.1986 2.5329
H22 -4.0016 -1.3737 1.1913
H23 -5.9914 -1.4349 -5.0377
H24 -6.2182 -0.1865 -6.1877
H25 -2.7200 0.0828 -1.7298
H26 2.1806 -6.4513 2.8584
H27 -1.0154 4.1206 3.9891
H28 1.0956 -3.4140 3.8578
H29 0.6306 4.3926 4.1721
H30 -5.8900 -1.6983 -7.6629
H31 -4.2050 -0.2392 -0.2325
H32 0.8038 -2.2623 0.6215
H33 1.7323 -5.2660 -0.0815
H34 2.3227 2.4648 4.0892
H35 1.7168 0.9050 3.4182
H36 4.1260 5.3917 -1.4501
H37 4.4573 -3.8791 2.1536
H38 0.8157 1.8166 -2.9518

How is the electron density shared among the atoms? According to Löwdin, the charges in e are: 1.799 1.209 0.013 0.071 -0.046 -0.101 0.128 -0.359 -0.016 -0.343 -0.064 -0.047 -0.048 -0.060 0.064 -0.445 -0.113 -0.448 -0.063 -0.053 -0.001 -0.040 -0.053 -0.316 -0.065 -0.031 -0.086 0.003 -0.207 -0.077 -0.134 0.010 -0.253 -0.021 -0.285 -0.050 -0.563 -0.503 -0.130 -0.003 -0.204 0.092 0.092 0.117 0.117 0.101 0.114 0.094 0.102 0.131 0.076 0.113 0.164 0.134 0.142 0.032 0.090 0.085 0.083 0.067 0.149 0.083 0.137 0.117 0.133 0.088 0.077 0.088 0.088 0.092 0.095 0.113 0.110 0.106 0.082 0.077 0.106 0.117 0.128

***

Record 3
The following is a DFT calculation (the ωB97M-V functional and the def2-TZVPD basis) of C34H38N6O6P2Re as an isolated structure.

As for the spin multiplicity: 4. The energy relative to the best compared isomer or geometry (same formula, charge and spin) comes out at 4.546 eV. The HOMO energy (alpha / beta) is -12.626 / -12.626 eV. Its total charge is +2.

Cartesian coordinates (Å):
Re1 1.0792 -1.3202 1.5333
P1 -1.9735 -0.4371 -2.4283
P2 1.6361 -0.9587 -2.2005
O1 -1.0566 2.3510 9.3944
O2 0.7657 -0.1430 3.3604
O3 -0.3874 -3.5457 8.7071
O4 -0.2760 -2.0481 3.5622
O5 -0.5717 -1.9338 10.1892
O6 -1.0873 3.4192 7.4595
N1 -0.5030 -2.3414 8.9967
N2 2.3481 -2.2200 -3.3130
N3 -2.0843 1.2662 -3.0413
N4 3.0762 0.1039 -2.6058
N5 -3.4354 -0.9295 -3.3611
N6 -0.9287 2.3598 8.1323
C1 -5.0332 -2.3332 -4.1239
C2 -0.6360 3.3422 1.8945
C3 2.6591 -2.1477 -4.6748
C4 3.3669 0.7837 -3.7745
C5 -1.7709 1.6377 -4.3488
C6 -0.2670 0.8043 6.1342
C7 3.1295 -4.2356 -3.9294
C8 0.6321 -0.2401 -3.5839
C9 -0.5564 -1.3296 7.9546
C10 4.2216 0.0888 -1.8099
C11 4.6517 1.2781 -3.6975
C12 -5.2661 -1.0302 -4.6855
C13 -0.7433 -0.9243 -3.7084
C14 -3.9065 -2.2468 -3.3442
C15 -1.9830 3.5088 -3.1291
C16 5.2109 0.8008 -2.4700
C17 -2.2451 2.4357 -2.2794
C18 1.3066 1.3693 1.4420
C19 -0.3313 -1.5645 6.5567
C20 -0.1919 -0.5331 5.6240
C21 3.0786 -3.4001 -5.0904
C22 0.8062 0.4984 0.3902
C23 0.7920 2.6767 1.5565
C24 2.6727 -3.4928 -2.8508
C25 -1.8958 0.6776 0.8469
C26 2.5387 -2.7420 1.4005
C27 -0.7767 -0.0114 8.4023
C28 -2.2061 1.3803 2.2440
C29 -0.6548 0.8526 -0.0190
C30 0.0846 -0.9566 4.1066
C31 -0.6187 1.0723 7.5121
C32 -1.5846 3.0033 -4.3846
C33 -4.2605 -0.2093 -4.2259
C34 -1.6955 2.5359 2.6671
H1 -1.0635 0.1538 9.4466
H2 1.4320 0.6304 -0.5802
H3 2.2705 -3.7053 1.8204
H4 2.3734 1.2221 1.6003
H5 -1.1509 3.5263 -5.1953
H6 -1.1721 3.7546 1.0215
H7 -3.3829 -3.0110 -2.7524
H8 2.9215 -2.8934 0.3743
H9 5.1079 1.9282 -4.4015
H10 -0.5159 1.8521 -0.4389
H11 1.1064 -0.2931 -4.5754
H12 3.4571 -5.2481 -3.8773
H13 -0.7996 0.2373 -0.9709
H14 -0.2625 -2.5647 6.1658
H15 -2.7173 0.9493 0.1563
H16 -1.7633 0.9058 -5.1517
H17 -5.6466 -3.1985 -4.2788
H18 2.5302 -3.6989 -1.7973
H19 2.6030 -1.2161 -5.2298
H20 -1.1501 -0.7757 -4.7226
H21 0.5009 0.8237 -3.3586
H22 -0.0882 1.6577 5.4949
H23 -1.9367 -0.3940 1.0724
H24 -1.7529 2.7099 3.7556
H25 -4.0666 0.8497 -4.4413
H26 1.0852 3.1842 0.6216
H27 -0.4624 4.2541 2.5027
H28 1.4741 3.1293 2.2845
H29 3.3601 -2.3199 2.0342
H30 -2.0640 4.5292 -2.8434
H31 6.2108 0.9584 -2.1181
H32 3.2780 -3.6579 -6.1019
H33 -0.6748 -2.0047 -3.5464
H34 2.6345 0.8977 -4.5761
H35 4.2045 -0.4127 -0.8403
H36 -2.5841 2.3948 -1.2485
H37 -6.0776 -0.7201 -5.3117
H38 -2.3469 0.5939 3.0201

How is the electron density shared among the atoms? According to Löwdin, the charges in e are: 1.493 1.139 1.138 0.073 -0.147 0.096 -0.042 0.079 0.069 -0.303 -0.260 -0.251 -0.257 -0.200 -0.286 0.027 -0.115 -0.134 -0.164 -0.184 0.093 -0.074 -0.390 -0.077 -0.153 -0.056 0.045 -0.386 -0.006 -0.054 -0.068 -0.113 -0.092 0.080 -0.071 -0.056 -0.409 -0.143 -0.155 -0.171 -0.241 0.106 -0.068 -0.294 -0.485 -0.080 -0.047 0.016 -0.093 0.141 0.070 0.032 0.129 0.105 0.111 0.152 0.007 0.097 0.095 0.065 0.093 -0.032 0.127 0.085 0.111 0.127 0.075 0.093 0.082 0.079 0.111 0.095 0.109 0.143 0.165 0.120 0.128 0.050 0.101 0.098 0.097 0.075 0.102 0.096 0.098 0.130 0.110